The following is a DFT calculation (ωB97M-V/def2-TZVPD) of a cluster of 2 separate species, C3H10N2S in total.

The geometry in XYZ format:
```
16
Properties=species:S:1:pos:R:3
S -0.836 0.912 -1.453
N 0.637 -2.202 1.413
N -1.516 -1.552 1.784
C 0.970 0.886 -1.538
C 1.634 1.941 -0.660
C -0.176 -1.378 1.952
H 1.553 -2.132 1.850
H 0.148 -0.589 2.631
H -0.921 0.704 -0.136
H 2.715 1.901 -0.808
H 1.329 -0.106 -1.266
H 1.260 1.018 -2.582
H 1.265 2.939 -0.886
H -2.192 -0.937 2.190
H -1.764 -2.401 1.303
H 1.446 1.709 0.388
```

Computed properties:
- HOMO (hartree) = -0.32582
- gap between HOMO and LUMO (hartree) = 0.355
- energy above the lowest of the compared OMol25 structures with the same formula, charge and spin (kcal/mol) = 6.8
- largest force on an atom (eV Å⁻¹) = 0.93